(1)
Computed, not measured: 4 unconnected molecules or ions with the total composition C12H18F2O12, with wB97M-V/def2-TZVPD.

Structure (XYZ):
```
44
Properties=species:S:1:pos:R:3:forces:R:3:lowdin_charge:R:1
C -2.7073 -0.4387 0.7710 -2.881 -0.889 0.358 -0.1150
C -3.1802 -1.8671 1.1138 -0.136 0.462 -1.567 -0.3095
O -3.6246 -2.2822 -0.1704 -1.371 -0.326 0.924 0.1468
C -4.3004 -1.2315 -0.7388 -0.872 1.396 -2.153 -0.3994
O -5.1624 -1.2842 -1.6251 3.369 0.250 3.633 0.1426
O -3.7089 -0.0554 -0.1946 -1.480 -1.679 -0.717 0.0547
F -4.1445 -1.9263 2.0856 -0.408 0.009 -0.402 0.0839
H -1.6783 -0.4525 0.4117 -3.227 -1.855 0.028 0.0735
H -2.6523 0.3419 1.5298 -1.079 -0.419 0.326 0.1627
H -2.3292 -2.4211 1.5100 -1.919 -1.813 -1.814 0.1246
C -0.8691 2.4670 -0.4047 0.000 2.806 0.442 -0.0508
C -0.5515 1.0455 -0.2248 1.003 1.130 -1.533 -0.3684
O -1.5891 0.5074 -0.9298 -0.025 -1.147 -4.373 0.0467
C -1.7716 1.2629 -2.0513 -1.718 -0.572 -4.442 -0.4271
O -2.1945 0.9401 -3.1940 1.778 0.939 5.520 0.1387
O -1.4129 2.4947 -1.6999 0.233 0.790 -1.506 0.1110
F -0.6812 0.6445 1.0182 2.258 3.395 0.899 -0.0123
H -0.0590 3.1916 -0.3220 0.120 -0.341 -0.264 0.1385
H -1.6735 2.8344 0.2325 0.019 -0.472 0.623 0.1592
H 0.3853 0.7144 -0.6730 -0.455 -0.032 0.627 0.1482
C 2.9117 -1.0472 0.7703 3.214 -2.465 1.546 -0.0865
O 1.5449 -0.8548 0.8453 -3.191 -0.998 -0.534 -0.0196
C 0.7477 -1.8447 0.2748 3.895 -3.479 -3.142 -0.4777
O 1.1190 -2.7577 -0.5542 -0.721 4.458 3.360 0.0846
O -0.4890 -1.8302 0.6347 -1.440 0.436 1.676 0.0286
C -0.8402 -1.3885 1.9819 1.973 -0.785 3.018 -0.0368
H 3.4798 -0.3477 1.3835 -0.795 -0.357 0.661 0.1068
H 3.3020 -0.8075 -0.2189 0.216 -2.059 2.181 0.0458
H 3.1303 -2.0650 1.0933 0.130 -0.068 -0.004 0.1140
H -1.9108 -1.4763 2.1669 2.405 1.143 0.867 0.0557
H -0.5350 -0.3684 2.2149 0.472 -1.825 0.855 0.1195
H -0.4456 -2.1379 2.6680 0.554 0.102 0.036 0.1384
C 2.7765 -0.5635 -2.5843 -0.956 -1.011 -1.589 0.0101
O 2.8565 -0.0103 -1.2930 -0.577 2.118 -3.725 -0.0757
C 2.3928 1.1618 -0.9287 0.594 3.809 -1.194 -0.4893
O 1.6879 2.0009 -1.5534 2.583 -3.147 2.183 0.1078
O 3.0725 1.3608 0.2619 -1.408 0.867 -1.382 -0.0438
C 2.7534 2.4475 1.0841 -0.044 1.970 0.919 -0.0507
H 3.4624 -1.3971 -2.7348 0.853 0.494 0.773 0.1095
H 2.9311 0.1587 -3.3859 -0.262 0.110 0.261 0.1132
H 1.8661 -1.1547 -2.6831 -0.605 0.742 -0.104 0.1025
H 2.9978 3.4303 0.6809 0.031 -0.146 -0.790 0.1005
H 3.3630 2.4494 1.9877 0.171 -0.820 -0.109 0.1006
H 1.7304 2.5568 1.4441 -0.302 -0.719 -0.371 0.0939
```
Forces are in eV/Å.

The calculation puts the LUMO energy at 0.1 eV. As for the SMILES: O=C1OC[C@@H](F)O1.O=C1OC[C@@H](F)O1.COC(=O)OC.COC(=O)OC. The multiplicity is 1. As for the HOMO-LUMO gap: 0.3953 Ha. As for the charge: 0.

***

(2)
Computed, not measured: a molecular structure, C12H18MnN3O12P2, with wB97M-V/def2-TZVPD.

Structure (XYZ):
```
48
Properties=species:S:1:pos:R:3:forces:R:3:lowdin_charge:R:1
Mn 0.7442 -0.5576 -0.1656 0.340 0.368 -0.614 0.9075
O 2.3567 -4.2605 -2.3119 0.915 -1.164 -0.706 0.2716
C 1.8188 -3.4351 -1.7005 1.195 1.591 -1.295 -0.3494
O 2.1413 -2.0445 -1.8857 -0.185 0.084 0.321 -0.0544
C 0.6627 -3.5741 -0.8591 -0.213 -1.141 0.081 -0.1304
C 0.1415 -4.8880 -0.9018 -1.287 1.983 2.164 0.1443
C -1.0869 -5.0606 -0.2232 2.346 -1.447 -1.664 0.0573
C -1.6802 -4.0008 0.3380 -0.966 1.138 1.604 0.0515
C -1.0101 -2.7955 0.3820 -0.583 1.797 0.347 -0.1010
N 0.1728 -2.5016 -0.2235 -1.967 -1.218 0.399 0.1112
C -1.7044 -1.6901 1.1808 1.270 -0.808 -0.873 -0.2961
O -2.5227 -1.7647 1.9931 -0.783 0.072 0.576 0.2884
O -1.0996 -0.4278 0.7910 0.323 0.668 -0.688 -0.0588
H 5.8392 -1.9614 -3.6879 -1.639 1.184 2.898 0.2531
H 0.7556 -5.6745 -1.2618 0.150 -0.556 -0.652 0.1445
H -1.5085 -6.0245 -0.0998 -0.385 -0.841 -0.175 0.1410
H -2.6042 -4.1692 0.9016 0.253 0.508 -0.252 0.1674
O 3.9109 -0.2082 -4.4876 0.420 2.034 -0.993 0.0272
P 3.9656 -0.8620 -3.1298 0.696 0.088 2.434 0.5515
O 5.3227 -1.5558 -2.8270 0.711 -1.040 -2.978 -0.0284
O 2.6909 -1.8220 -3.1798 0.386 0.117 0.006 -0.0461
O 3.8759 0.2457 -1.9798 0.298 -1.280 -1.460 -0.1626
P 2.8309 0.7464 -0.8523 -0.404 -1.651 1.604 0.2792
O 3.4387 2.0667 -0.3645 0.801 0.427 -0.038 -0.0036
O 1.4487 0.9308 -1.4117 -0.752 -0.428 0.143 -0.2585
O 2.6695 -0.4123 0.1832 0.079 1.631 -0.739 -0.2976
H 4.2462 0.7421 -4.5074 -0.467 -1.344 -0.448 0.1959
H 4.3334 2.4106 -0.5801 -0.599 -0.393 0.231 0.1581
C -0.7623 2.0559 3.7577 0.062 -0.308 0.258 0.0571
N -1.5275 2.5431 2.5773 0.560 -0.405 0.398 -0.0261
C -2.0904 3.9054 2.5385 0.209 0.076 -0.250 0.0573
C -1.6870 1.7655 1.5771 -0.059 0.358 -1.886 -0.3062
O -1.2403 0.4988 1.8335 -0.126 -0.354 1.383 0.0724
N -2.1491 2.1145 0.3614 -0.886 -1.284 0.188 -0.1304
C -3.5734 1.7345 0.1074 0.191 -1.646 -0.475 0.0322
C -1.8114 3.3603 -0.2948 -0.110 0.863 0.755 -0.0356
H -0.6966 2.8866 4.4300 -0.181 0.275 0.576 0.1030
H 0.2666 1.8358 3.4595 -0.201 -0.127 -0.108 0.1127
H -1.2118 1.1535 4.2524 0.194 1.049 -0.595 0.1375
H -2.8523 3.9423 3.2767 -0.562 0.247 0.848 0.1145
H -2.5439 4.1481 1.5745 0.214 -0.283 0.642 0.0751
H -1.2983 4.6177 2.7405 0.059 0.074 0.168 0.1264
H -4.1561 2.4279 0.6746 -0.821 0.440 0.084 0.0950
H -3.8565 0.6863 0.4379 0.671 1.184 -0.284 0.1227
H -3.7630 1.8056 -0.9791 0.031 0.071 0.642 0.1185
H -0.8598 3.7298 0.0336 0.658 -0.006 -0.039 0.1108
H -2.5123 4.1951 -0.1703 -0.232 -0.378 0.120 0.1089
H -1.8240 3.1418 -1.3171 0.377 -0.225 -1.658 0.0915
```
Forces are in eV/Å.

The calculation puts the LUMO energy (spin up / spin down) at -10.1 / -10.0 eV. The multiplicity is 2. As for the HOMO-LUMO gap (spin up / spin down): 0.3111 / 0.3129 Ha. As for the charge: +3.

***

(3)
Computed, not measured: a single C12H18N2 molecule, with wB97M-V/def2-TZVPD.

Structure (XYZ):
```
32
Properties=species:S:1:pos:R:3:forces:R:3:lowdin_charge:R:1
C -1.0906 -1.9602 2.2703 1.569 -0.936 -0.584 -0.0818
C -1.0317 -0.5092 2.5170 -0.821 2.592 0.311 -0.4918
C -1.7454 0.3249 1.4158 -0.802 2.105 1.275 -0.1413
C -0.7854 0.3957 0.1885 0.662 -2.087 -1.055 -0.1515
C 0.5014 1.0002 0.2995 -2.326 0.685 -0.159 -0.0387
C 1.4316 0.9737 -0.7239 0.748 -0.075 -0.607 -0.1429
C 2.8237 1.6663 -1.0643 -1.203 -1.703 0.357 -0.0975
C 2.7537 1.5390 -2.6240 0.381 2.121 -0.697 -0.2187
C 1.0873 0.2189 -1.8208 -0.537 -1.279 -2.157 -0.2552
C -0.1800 -0.4412 -2.0733 0.906 -1.418 1.191 0.0200
C -1.0186 -0.5305 -0.9476 -2.320 3.578 1.584 -0.1987
C -2.4961 -1.1058 -0.8602 3.273 -3.860 -1.029 -0.0612
H -0.8949 -2.5679 3.1502 0.232 0.061 0.196 0.0791
H -2.0841 -2.1769 1.9670 -0.830 -0.628 -0.470 0.0514
H -0.3339 -2.2295 1.4904 -0.786 -0.063 0.376 0.1069
H -1.6895 -0.2698 3.3563 0.350 -0.202 0.522 0.1277
H 0.5585 -0.4313 3.6267 0.918 -0.007 0.150 0.0647
H 0.9264 -0.1549 1.9775 -0.817 0.059 1.897 0.0851
H -2.8118 -0.0771 1.3269 1.756 0.235 -0.671 0.1068
H -2.0718 1.3802 1.9698 1.575 -2.161 -1.766 0.1623
H 0.5655 1.5862 1.1838 0.678 0.705 0.345 0.0954
H 3.6757 1.3167 -0.4359 -0.349 -0.795 -1.099 0.1159
H 2.8322 2.6578 -0.7651 -0.482 2.254 0.281 0.0669
H 3.7658 1.8200 -3.2428 -2.516 -1.176 1.591 0.1518
H 1.8932 2.3049 -2.9408 2.070 -0.970 0.560 0.1442
H 1.6208 0.1654 -3.7428 1.529 0.023 1.558 0.1412
H -0.3882 -1.1232 -2.9846 0.567 1.468 1.446 0.1347
H -2.4816 -1.7962 0.0753 -0.462 1.382 -1.681 0.0685
H -3.3202 -0.3989 -0.8528 0.212 -0.040 -0.232 0.0699
H -2.4542 -1.8844 -1.7318 -1.060 1.485 1.236 0.0949
N 0.2975 0.0885 2.8026 -0.275 -1.288 -0.795 0.0224
N 2.1445 0.2187 -2.8070 -1.839 -0.064 -1.874 -0.0306
```
Forces are in eV/Å.

The calculation puts the LUMO energy at 0.9 eV. As for the SMILES: Cc1cc2c(cc1C[C@@H](C)N)CCN2. The multiplicity is 1. As for the HOMO-LUMO gap: 0.3206 Ha. As for the charge: 0.

***

(4)
Computed, not measured: 2 unconnected molecules or ions with the total composition C12H18N4O6S, with wB97M-V/def2-TZVPD.

Structure (XYZ):
```
41
Properties=species:S:1:pos:R:3:forces:R:3:lowdin_charge:R:1
O -5.3910 0.3642 0.8863 -0.306 -0.138 0.280 0.0345
O -1.2898 2.7639 -1.7938 -0.160 -0.209 0.417 0.0557
O 7.2114 -1.2552 -1.1992 -1.149 0.768 0.479 0.0796
O 1.1561 -1.8965 3.2382 1.353 0.344 -1.460 -0.3195
O 0.1594 -2.4619 1.0819 1.971 0.147 -0.119 -0.3156
O 6.4398 0.7755 -1.0408 -0.318 -1.439 0.348 0.0820
C -4.3143 0.4796 0.3254 -1.400 -0.969 -0.610 -0.5604
C -2.2696 2.5571 -1.0879 0.840 -0.215 -0.576 -0.4749
C 4.9398 -2.3232 -0.0872 0.244 0.385 -0.132 0.0295
C 4.2144 -0.0599 0.3262 0.304 -0.042 -0.183 0.0329
C 3.7960 -2.8093 0.5535 -0.121 0.235 0.026 -0.0400
C 3.0726 -0.5431 0.9689 -0.013 -0.206 -0.005 -0.0349
C 5.1796 -0.9369 -0.2144 -2.880 -1.259 1.611 -0.1363
C 2.8560 -1.9198 1.0901 0.281 -0.065 -0.148 -0.2428
N -3.4863 3.0096 -1.4272 -1.140 0.048 0.414 0.0151
N -3.4102 1.3251 0.8240 1.418 1.319 0.055 0.0828
N 1.6017 -4.1083 2.2511 0.686 0.248 -0.508 -0.0688
N 6.3442 -0.4436 -0.8548 2.368 1.029 -1.337 -0.3355
C -4.0415 -0.3302 -0.9281 0.139 0.223 0.194 0.0170
C -3.7824 3.7552 -2.6486 0.504 -0.137 0.180 -0.0522
C -1.0864 0.6664 0.2782 0.029 0.445 -0.547 -0.0384
C -2.1370 1.7902 0.2514 -0.162 -0.486 0.422 -0.2444
S 1.3535 -2.5059 1.9237 -3.034 0.288 1.430 0.6409
H 5.6459 -3.0428 -0.4933 -0.046 0.277 0.048 0.1240
H 4.3453 1.0169 0.2556 0.119 -0.260 -0.078 0.1262
H 3.6444 -3.8842 0.6280 0.007 0.273 0.012 0.1106
H 2.3491 0.1609 1.3760 0.180 -0.137 -0.061 0.1226
H -4.2483 2.8154 -0.7946 0.104 0.032 -0.096 0.1281
H -3.6818 1.7325 1.7051 -0.149 -0.007 -0.052 0.1510
H 1.8930 -4.1314 3.2190 0.084 -0.309 0.160 0.0732
H 0.6886 -4.5308 2.1454 -0.071 -0.246 -0.108 0.0751
H -4.9720 -0.7921 -1.2550 0.049 0.117 0.168 0.0874
H -3.6596 0.2982 -1.7271 0.228 -0.031 -0.135 0.0737
H -3.3238 -1.1140 -0.6950 0.124 -0.026 -0.102 0.0824
H -3.1871 4.6698 -2.6741 -0.044 -0.055 -0.097 0.0862
H -3.5301 3.1504 -3.5219 -0.002 0.101 0.012 0.0871
H -4.8414 4.0148 -2.6851 0.140 -0.126 0.159 0.0852
H -1.2904 -0.0745 -0.4933 0.092 -0.063 0.079 0.0729
H -1.0795 0.1821 1.2561 -0.109 0.063 -0.103 0.0818
H -0.0990 1.0902 0.0905 -0.036 -0.062 -0.099 0.0757
H -1.7696 2.5453 0.9466 -0.121 0.146 0.061 0.1504
```
Forces are in eV/Å.

The calculation puts the LUMO energy at -1.6 eV. As for the SMILES: NS(=O)(=O)c1ccc([N+](=O)[O-])cc1.CNC(=O)[C@H](C)NC(C)=O. The multiplicity is 1. As for the HOMO-LUMO gap: 0.2908 Ha. As for the charge: 0.

***

no.,electronic energy (eV)
1,-42731.39732
2,-91645.20544
3,-15713.22841
4,-41813.82468